Entry 1:
# C2H2ClNO2

C2H2ClNO2 in the gas phase in a non-equilibrium geometry (ωB97M-V with the def2-TZVPD basis set, the Open Molecules 2025 dataset).

ORCA input file:
```
! RIJCOSX wB97M-V def2-TZVPD def2/J DEFGRID3
* xyz 0 1
O -1.57895 -1.18554 -0.11994
N -1.31954 0.00635 -0.05832
O -2.17054 0.89651 0.20240
C -0.06123 0.37680 -0.27332
C 1.20980 -0.36344 0.20995
Cl 2.73005 0.27049 -0.01467
H -0.01871 1.24628 -0.81134
H 1.20911 -1.24745 0.86524
*
```

Energy relative to the best compared isomer or geometry (same formula, charge and spin)   474.8 kJ/mol
Electronic energy   -20208.692 eV
SMILES   O=[N+]([O-])/C=C/Cl
E_HOMO (alpha / beta)   -9.9119 / -9.9157 eV

Just the natural (NBO) charges please, in e? Sure, here they are:
1 O -0.363
2 N 0.444
3 O -0.389
4 C -0.096
5 C -0.170
6 Cl 0.111
7 H 0.223
8 H 0.240

***

Entry 2:
# C2H2ClNS

2 unconnected molecules or ions with the total composition C2H2ClNS in a non-equilibrium geometry (ωB97M-V with the def2-TZVPD basis set, the Open Molecules 2025 dataset).

ORCA input file:
```
! RIJCOSX wB97M-V def2-TZVPD def2/J DEFGRID3
* xyz 0 1
N -1.44324 -2.19847 0.45024
C -1.31917 -1.09528 0.11907
C -1.18036 0.26918 -0.19713
S -2.00145 1.26919 -1.17158
H -0.45605 0.74375 0.52576
Cl 3.40884 -0.09939 0.07682
H 2.99142 1.11102 0.19682
*
```

Energy relative to the best compared isomer or geometry (same formula, charge and spin)   26.4 kJ/mol
Electronic energy   -26952.578 eV
SMILES   N#CC=S.Cl
E_HOMO   -9.9509 eV

Just the natural (NBO) charges please, in e? Sure, here they are:
1 N -0.220
2 C 0.196
3 C -0.411
4 S 0.200
5 H 0.234
6 Cl -0.264
7 H 0.265

***

Entry 3:
# C2H2ClNS

A molecular structure, C2H2ClNS in a non-equilibrium geometry (ωB97M-V with the def2-TZVPD basis set, the Open Molecules 2025 dataset).

ORCA input file:
```
! RIJCOSX wB97M-V def2-TZVPD def2/J DEFGRID3
* xyz 0 1
C -1.63225 0.55432 -0.40289
C -0.35962 0.22902 -0.90500
N -2.67238 0.81121 0.00654
S 0.58455 -0.77618 1.03276
Cl 0.65103 1.52441 -1.38237
H -0.28313 -0.66438 -1.51210
H 0.49815 0.35046 1.73376
*
```

Energy relative to the best compared isomer or geometry (same formula, charge and spin)   83.3 kJ/mol
Electronic energy   -26951.989 eV
E_HOMO   -9.8991 eV

Just the natural (NBO) charges please, in e? Sure, here they are:
1 C 0.186
2 C -0.281
3 N -0.235
4 S -0.153
5 Cl 0.095
6 H 0.261
7 H 0.127

***

Entry 4:
# C2H2ClNS

C2H2ClNS in the gas phase in a non-equilibrium geometry (ωB97M-V with the def2-TZVPD basis set, the Open Molecules 2025 dataset).

ORCA input file:
```
! RIJCOSX wB97M-V def2-TZVPD def2/J DEFGRID3
* xyz 0 1
C -0.11009 0.35552 -0.02542
C -1.33162 -0.01113 -0.55755
N 1.03304 -0.34541 -0.12741
S 1.12421 -1.93047 0.04921
Cl -2.78409 0.40462 0.08374
H 0.14094 1.29185 0.33058
H 1.92762 0.23502 0.24685
*
```

Energy relative to the best compared isomer or geometry (same formula, charge and spin)   324.6 kJ/mol
Electronic energy   -26949.487 eV
E_HOMO (alpha / beta)   -8.2451 / -8.6676 eV

Just the natural (NBO) charges please, in e? Sure, here they are:
1 C -0.126
2 C -0.073
3 N -0.667
4 S 0.167
5 Cl 0.094
6 H 0.200
7 H 0.404

***

Entry 5:
# C2H2ClNS2

2 unconnected molecules or ions with the total composition C2H2ClNS2 in a non-equilibrium geometry (ωB97M-V with the def2-TZVPD basis set, the Open Molecules 2025 dataset).

ORCA input file:
```
! RIJCOSX wB97M-V def2-TZVPD def2/J DEFGRID3
* xyz 0 1
S -4.57447 1.99034 -0.42750
N -3.95629 0.76300 0.33559
S -3.93190 -0.70152 0.61826
Cl -4.87356 -1.92890 -0.72469
C 1.07764 0.55658 0.61665
C 0.95250 -0.55567 0.16868
H 1.30491 1.62796 0.74578
H 0.76523 -1.35515 -0.55228
*
```

Energy relative to the best compared isomer or geometry (same formula, charge and spin)   224.5 kJ/mol
Electronic energy   -37785.204 eV
SMILES   S=NSCl.C#C
E_HOMO   -8.7592 eV

Just the natural (NBO) charges please, in e? Sure, here they are:
1 S 0.253
2 N -0.797
3 S 0.809
4 Cl -0.264
5 C -0.242
6 C -0.253
7 H 0.249
8 H 0.245

***

Entry 6:
# C2H2ClNS2

A molecular structure, C2H2ClNS2 in a non-equilibrium geometry (ωB97M-V with the def2-TZVPD basis set, the Open Molecules 2025 dataset).

ORCA input file:
```
! RIJCOSX wB97M-V def2-TZVPD def2/J DEFGRID3
* xyz 0 1
C 1.36501 0.15953 -0.92452
C 1.89740 0.97574 -0.24855
N -2.36935 -0.25624 -0.02831
S -2.39016 1.13722 0.61619
S -1.54353 -1.50477 0.11896
Cl -0.23853 -1.83006 1.67451
H 0.79400 -0.53585 -1.39683
H 2.48517 1.85443 0.18855
*
```

Energy relative to the best compared isomer or geometry (same formula, charge and spin)   229.5 kJ/mol
Electronic energy   -37785.152 eV
E_HOMO   -8.8822 eV

Just the natural (NBO) charges please, in e? Sure, here they are:
1 C -0.248
2 C -0.228
3 N -0.794
4 S 0.286
5 S 0.746
6 Cl -0.231
7 H 0.214
8 H 0.256

***

Entry 7:
# C2H2ClO3

2 unconnected molecules or ions with the total composition C2H2ClO3 in a non-equilibrium geometry (ωB97M-V with the def2-TZVPD basis set, the Open Molecules 2025 dataset).

ORCA input file:
```
! RIJCOSX wB97M-V def2-TZVPD def2/J DEFGRID3
* xyz -1 1
C 0.86018 -1.04724 0.48737
C 0.21860 -0.12118 -0.49678
O 0.49180 -1.64309 1.42625
O 1.99653 -1.00699 -0.10988
O -1.25142 1.92186 0.42230
Cl -0.43495 -0.76987 -1.87512
H 0.26954 0.86464 -0.63213
H -2.15028 1.80187 0.77799
*
```

Energy relative to the best compared isomer or geometry (same formula, charge and spin)   415.9 kJ/mol
Electronic energy   -20769.189 eV
E_HOMO (alpha / beta)   -3.7442 / -3.7422 eV

Just the natural (NBO) charges please, in e? Sure, here they are:
1 C 0.697
2 C 0.037
3 O -0.609
4 O -0.630
5 O -1.232
6 Cl 0.079
7 H 0.249
8 H 0.408

***

Entry 8:
# C2H2ClOP

2 unconnected molecules or ions with the total composition C2H2ClOP in a non-equilibrium geometry (ωB97M-V with the def2-TZVPD basis set, the Open Molecules 2025 dataset).

ORCA input file:
```
! RIJCOSX wB97M-V def2-TZVPD def2/J DEFGRID3
* xyz 0 1
C 2.14573 1.25906 -0.03803
C 3.08003 0.38467 -0.39361
O 1.75304 2.36132 0.08910
P -0.17452 0.44143 -0.79702
Cl 3.65377 -1.11819 0.01851
H -0.41943 -0.97609 -0.75750
H -0.74978 0.59603 0.39682
*
```

Energy relative to the best compared isomer or geometry (same formula, charge and spin)   385.2 kJ/mol
Electronic energy   -25959.682 eV
E_HOMO (alpha / beta)   -9.3606 / -8.8332 eV

Just the natural (NBO) charges please, in e? Sure, here they are:
1 C 0.454
2 C -0.231
3 O -0.474
4 P 0.217
5 Cl 0.141
6 H -0.047
7 H -0.059

***

Entry 9:
# C2H2ClOPS2

C2H2ClOPS2 in the gas phase in a non-equilibrium geometry (ωB97M-V with the def2-TZVPD basis set, the Open Molecules 2025 dataset).

ORCA input file:
```
! RIJCOSX wB97M-V def2-TZVPD def2/J DEFGRID3
* xyz 0 3
C 1.11528 -0.03160 0.61247
C 1.27465 -0.30414 -0.66543
O -0.10621 0.39504 1.01907
P -1.34051 0.44563 -0.01910
S -2.49646 1.97388 0.06129
S -0.26565 -0.03194 -1.86139
Cl -2.08271 -1.36366 0.55442
H 1.69194 -0.41976 1.54946
H 2.20967 -0.66344 -1.25080
*
```

Electronic energy   -47632.351 eV
Expectation value of S²   2.013
E_HOMO (alpha / beta)   -5.6661 / -9.5955 eV

Just the natural (NBO) charges please, in e? Sure, here they are:
1 C 0.174
2 C -0.462
3 O -0.768
4 P 1.119
5 S -0.416
6 S 0.142
7 Cl -0.265
8 H 0.218
9 H 0.258

***

Entry 10:
# C2H2ClP

2 unconnected molecules or ions with the total composition C2H2ClP in a non-equilibrium geometry (ωB97M-V with the def2-TZVPD basis set, the Open Molecules 2025 dataset).

ORCA input file:
```
! RIJCOSX wB97M-V def2-TZVPD def2/J DEFGRID3
* xyz 0 1
C 2.04801 0.19621 0.05867
C 0.63733 0.42768 0.06465
P 1.81424 1.85685 -0.02331
Cl 3.11194 -1.10545 0.04610
H -0.37084 -0.39483 -0.91220
H 0.04480 0.23449 0.95158
*
```

Energy relative to the best compared isomer or geometry (same formula, charge and spin)   301.9 kJ/mol
Electronic energy   -23913.199 eV
E_HOMO   -8.6209 eV

Just the natural (NBO) charges please, in e? Sure, here they are:
1 C -0.431
2 C -0.589
3 P 0.627
4 Cl 0.109
5 H 0.086
6 H 0.198

***

Entry 11:
# C2H2ClS6SbTl

A molecular structure, C2H2ClS6SbTl in a non-equilibrium geometry (ωB97M-V with the def2-TZVPD basis set, the Open Molecules 2025 dataset).

ORCA input file:
```
! RIJCOSX wB97M-V def2-TZVPD def2/J DEFGRID3
* xyz -2 2
Tl 0.28011 0.08710 0.16914
S 1.60561 1.48355 -4.44266
Sb 1.34747 2.14187 -2.24685
S 2.61638 0.51329 -0.86272
S -0.93806 1.47299 -1.60537
S -1.80512 1.61552 4.22484
C -0.93487 1.00582 2.94136
S -1.11934 -0.62198 2.46339
S 0.20203 2.00068 2.13422
Cl 0.05896 -2.55064 -2.15688
C -0.26103 -2.10820 -0.47081
H 0.28046 -2.81218 0.16089
H -1.33260 -2.22783 -0.30857
*
```

Energy relative to the best compared isomer or geometry (same formula, charge and spin)   67.3 kJ/mol
Electronic energy   -90873.636 eV
Expectation value of S²   0.769
E_HOMO (alpha / beta)   -0.9685 / -0.9598 eV

Just the Mulliken charges please, in e? Sure, here they are:
1 Tl 0.816
2 S -0.598
3 Sb 0.589
4 S -0.582
5 S -0.544
6 S -0.482
7 C 0.112
8 S -0.479
9 S -0.394
10 Cl -0.259
11 C -0.797
12 H 0.321
13 H 0.295

***

Entry 12:
# C2H2CrLiO2

A molecular structure, C2H2CrLiO2 in a non-equilibrium geometry (ωB97M-V with the def2-TZVPD basis set, the Open Molecules 2025 dataset).

ORCA input file:
```
! RIJCOSX wB97M-V def2-TZVPD def2/J DEFGRID3
* xyz 0 6
O 3.29322 2.03829 0.35546
C 4.34863 1.46734 0.48426
C 4.78093 0.15964 0.46321
O 2.57413 -0.59253 -0.09860
Li 2.83138 -1.83537 -1.25658
Cr 1.44611 0.85279 0.00494
H 4.92640 -0.31866 1.43894
H 5.63911 0.00296 -0.20221
*
```

Energy relative to the best compared isomer or geometry (same formula, charge and spin)   63.8 kJ/mol
Electronic energy   -34823.366 eV
Expectation value of S²   8.782
E_HOMO (alpha / beta)   -5.5011 / -7.6329 eV

Just the natural (NBO) charges please, in e? Sure, here they are:
1 O -0.638
2 C 0.563
3 C -0.518
4 O -1.546
5 Li 0.966
6 Cr 0.712
7 H 0.243
8 H 0.218

***

Number 1: M 107.50 Da. Number 2: M 107.56 Da. Number 3: M 107.56 Da. Number 4: M 107.56 Da. Number 5: M 139.63 Da. Number 6: M 139.63 Da. Number 7: M 109.49 Da. Number 8: M 108.46 Da. Number 9: M 172.60 Da. Number 10: M 92.46 Da. Number 11: M 580.04 Da. Number 12: M 116.97 Da.